{"formula": "C17H25F3N4O3", "method": "the ωB97M-V functional and the def2-TZVPD basis", "charge": 0, "e_above_lowest_kcal_mol": 0.8, "max_force_ev_per_a": 0.30, "smiles": "CCCNC(=O)[C@H](c1n[nH]cc1C)N1CC[C@@H](C(F)(F)F)C[C@H]1C(=O)OC", "energy_ha": -1407.20240, "homo_ev": -8.75, "species": ["C", "C", "C", "N", "C", "O", "C", "C", "N", "N", "C", "C", "C", "N", "C", "C", "C", "C", "F", "F", "F", "C", "C", "C", "O", "O", "C", "H", "H", "H", "H", "H", "H", "H", "H", "H", "H", "H", "H", "H", "H", "H", "H", "H", "H", "H", "H", "H", "H", "H", "H", "H"], "xyz": [[1.162216, -3.850058, 0.020829], [2.251021, -3.679870, -1.031657], [1.806343, -2.811459, -2.205437], [1.539748, -1.434937, -1.815412], [0.282042, -0.977269, -1.635320], [-0.701864, -1.706125, -1.623279], [0.084726, 0.508174, -1.288421], [1.088543, 1.523057, -1.759145], [2.342384, 1.247780, -2.090481], [2.882361, 2.424516, -2.424052], [2.003057, 3.445294, -2.307879], [0.817112, 2.909018, -1.875671], [-0.479987, 3.594794, -1.593425], [-0.138312, 0.689266, 0.167251], [1.067748, 0.406676, 0.944962], [0.913473, 0.856361, 2.386202], [-0.260441, 0.112975, 3.010049], [-0.482551, 0.518202, 4.447216], [-0.769578, 1.828333, 4.574025], [-1.501124, -0.161658, 5.008180], [0.608029, 0.282216, 5.202874], [-1.511193, 0.345499, 2.173815], [-1.279311, -0.045056, 0.704276], [-2.575808, 0.266775, -0.023439], [-2.759763, 1.139053, -0.832203], [-3.535815, -0.573518, 0.382561], [-4.808035, -0.392582, -0.249285], [1.508628, -4.462987, 0.853841], [0.857668, -2.881788, 0.421045], [0.274112, -4.317890, -0.406017], [3.144147, -3.237638, -0.580165], [2.548784, -4.656759, -1.422063], [2.575172, -2.803030, -2.980082], [0.891345, -3.215686, -2.639943], [2.257413, -0.732271, -1.944242], [-0.856344, 0.770446, -1.765837], [3.838619, 2.459475, -2.725723], [2.283400, 4.460009, -2.536953], [-0.347679, 4.674669, -1.534087], [-1.214578, 3.386441, -2.373401], [-0.904650, 3.238012, -0.655920], [1.315449, -0.666734, 0.928555], [1.901922, 0.929871, 0.479818], [1.834380, 0.656868, 2.935543], [0.724602, 1.931976, 2.414804], [-0.035375, -0.958771, 3.041098], [-2.346634, -0.235842, 2.560678], [-1.781244, 1.404614, 2.215898], [-1.145872, -1.133586, 0.641600], [-5.459658, -1.146477, 0.180656], [-5.193726, 0.606107, -0.051895], [-4.714904, -0.534484, -1.324345]], "atomic_forces_ev_per_a": [[0.036, 0.004, 0.010], [-0.031, -0.008, -0.003], [0.002, -0.015, 0.088], [-0.069, 0.117, -0.202], [0.183, -0.016, 0.237], [-0.053, 0.018, -0.115], [-0.055, 0.009, 0.009], [0.022, 0.011, -0.012], [-0.018, -0.058, -0.008], [0.002, -0.017, 0.004], [0.003, 0.020, 0.018], [-0.026, -0.022, 0.027], [0.002, 0.012, -0.019], [0.022, -0.116, -0.122], [0.008, 0.021, -0.019], [0.004, -0.019, 0.006], [0.003, 0.029, 0.010], [0.010, -0.013, -0.018], [-0.003, 0.003, 0.001], [0.002, 0.004, 0.002], [-0.004, 0.002, 0.000], [-0.018, -0.004, 0.009], [-0.095, 0.190, 0.187], [0.083, -0.141, -0.211], [-0.058, 0.079, 0.130], [0.000, -0.014, -0.015], [0.006, 0.000, -0.008], [0.016, -0.008, -0.007], [-0.020, -0.012, 0.003], [0.003, 0.019, -0.002], [0.001, 0.000, -0.004], [-0.003, -0.006, -0.006], [0.005, 0.018, 0.008], [-0.004, -0.003, -0.002], [0.008, -0.038, 0.039], [-0.011, -0.024, -0.012], [-0.004, 0.008, 0.002], [-0.004, 0.000, -0.003], [0.009, 0.003, -0.008], [-0.007, -0.005, 0.009], [0.004, 0.003, -0.002], [0.006, -0.046, -0.007], [0.002, 0.010, 0.005], [0.007, -0.002, -0.004], [0.003, 0.000, -0.002], [-0.004, 0.002, -0.010], [0.000, 0.007, 0.001], [0.008, -0.002, -0.002], [0.028, -0.001, 0.016], [0.002, 0.000, 0.002], [0.001, 0.001, 0.000], [-0.004, 0.002, 0.000]]}


{"formula": "C17H25F3N4O3", "method": "the ωB97M-V functional and the def2-TZVPD basis", "charge": 0, "e_above_lowest_kcal_mol": 4.6, "max_force_ev_per_a": 0.29, "smiles": "CCCNC(=O)[C@H](c1n[nH]cc1C)N1CC[C@@H](C(F)(F)F)C[C@H]1C(=O)OC", "energy_ha": -1407.19634, "homo_ev": -8.73, "species": ["C", "C", "C", "N", "C", "O", "C", "C", "N", "N", "C", "C", "C", "N", "C", "C", "C", "C", "F", "F", "F", "C", "C", "C", "O", "O", "C", "H", "H", "H", "H", "H", "H", "H", "H", "H", "H", "H", "H", "H", "H", "H", "H", "H", "H", "H", "H", "H", "H", "H", "H", "H"], "xyz": [[-1.678769, 3.109318, 0.797803], [-2.642736, 2.116764, 0.159487], [-2.042006, 1.396464, -1.044902], [-0.873329, 0.596476, -0.703832], [0.381428, 1.038050, -0.963253], [0.629981, 2.164511, -1.357077], [1.554660, 0.094305, -0.622754], [1.368710, -1.380019, -0.858527], [0.192830, -1.991182, -0.826740], [0.461910, -3.282046, -1.044182], [1.783363, -3.510146, -1.214783], [2.418870, -2.300854, -1.095963], [3.879261, -2.005080, -1.189378], [2.057370, 0.304734, 0.744843], [1.061912, 0.010560, 1.773531], [1.690500, -0.028070, 3.155006], [2.330971, 1.323902, 3.445550], [2.979200, 1.353679, 4.808255], [3.966347, 0.444327, 4.928731], [3.521014, 2.556862, 5.079144], [2.089343, 1.095951, 5.786667], [3.339073, 1.654226, 2.352968], [2.685277, 1.606098, 0.968565], [3.756679, 1.911959, -0.070453], [3.745463, 2.848294, -0.819327], [4.740719, 0.992884, -0.050932], [5.780637, 1.207298, -1.010717], [-2.146096, 3.634345, 1.631927], [-0.795396, 2.595674, 1.179788], [-1.336201, 3.845876, 0.070730], [-2.962855, 1.375619, 0.898482], [-3.545916, 2.635864, -0.172726], [-2.783223, 0.731531, -1.492126], [-1.739729, 2.124838, -1.798641], [-0.980096, -0.404959, -0.601147], [2.345768, 0.425352, -1.299448], [-0.291838, -3.943672, -1.077009], [2.166670, -4.499333, -1.402291], [4.457436, -2.925049, -1.269683], [4.102374, -1.394384, -2.067718], [4.216259, -1.452980, -0.312379], [0.248496, 0.752900, 1.768727], [0.609437, -0.953492, 1.541038], [0.926470, -0.259684, 3.898407], [2.452636, -0.809736, 3.189766], [1.553435, 2.094908, 3.476917], [3.764941, 2.647245, 2.506960], [4.150650, 0.925410, 2.377747], [1.960607, 2.428606, 0.875521], [6.467158, 0.374172, -0.892899], [5.369656, 1.228227, -2.019260], [6.286599, 2.151978, -0.819263]], "atomic_forces_ev_per_a": [[-0.028, -0.023, 0.008], [0.012, 0.002, -0.010], [0.021, 0.005, 0.054], [0.038, -0.055, -0.168], [-0.118, -0.051, 0.101], [0.012, 0.024, 0.024], [-0.006, 0.017, -0.068], [-0.009, -0.025, 0.019], [-0.009, -0.005, -0.007], [0.006, 0.018, -0.015], [-0.007, -0.016, 0.033], [-0.001, 0.009, -0.011], [-0.001, -0.002, -0.009], [0.135, -0.051, 0.114], [-0.010, -0.022, -0.036], [-0.005, 0.022, -0.019], [0.012, 0.014, 0.025], [-0.001, 0.004, 0.002], [-0.005, 0.003, -0.002], [-0.005, -0.010, 0.001], [0.004, 0.002, -0.001], [0.003, -0.018, -0.025], [-0.090, 0.209, -0.004], [-0.111, -0.191, -0.185], [0.111, 0.088, 0.154], [-0.002, 0.021, -0.004], [-0.011, -0.002, 0.001], [-0.013, -0.008, -0.005], [0.019, 0.036, -0.012], [0.008, 0.002, -0.001], [0.009, 0.001, -0.004], [-0.004, 0.000, -0.009], [-0.006, 0.011, -0.001], [0.007, 0.001, 0.005], [-0.007, 0.062, 0.061], [0.001, -0.023, -0.010], [0.005, -0.001, -0.002], [0.004, 0.001, 0.001], [-0.001, -0.001, -0.004], [0.006, 0.009, 0.009], [0.003, -0.006, -0.002], [0.009, 0.002, 0.014], [0.009, -0.005, 0.001], [0.003, -0.010, -0.007], [-0.003, -0.006, 0.004], [-0.004, -0.003, -0.010], [0.004, -0.004, 0.001], [0.009, 0.002, 0.011], [-0.001, -0.025, -0.011], [0.005, 0.002, -0.003], [0.001, -0.001, 0.000], [0.003, -0.001, 0.001]]}


{"formula": "C17H25GeN7OReSSe", "method": "the ωB97M-V functional and the def2-TZVPD basis", "charge": 2, "s2": 3.778, "multiplicity": 4, "e_above_lowest_kcal_mol": 10.4, "max_force_ev_per_a": 0.14, "energy_ha": -6075.61679, "homo_ev": [-14.68, -14.84], "species": ["Re", "C", "C", "N", "N", "C", "N", "S", "C", "C", "C", "C", "C", "N", "H", "H", "H", "H", "H", "H", "H", "H", "H", "N", "C", "O", "C", "C", "N", "C", "N", "H", "H", "C", "Ge", "C", "C", "C", "Se", "C", "H", "H", "H", "H", "H", "H", "H", "H", "H", "H", "H", "H", "H", "H"], "xyz": [[0.198987, 0.618170, 0.660297], [-2.058848, -3.060496, 1.341792], [-1.399292, -1.734794, 1.393662], [-0.662736, -1.250031, 0.455139], [-0.229017, -2.023878, -0.606773], [1.060221, -1.878101, -0.734545], [1.734281, -2.550599, -1.665693], [2.023860, -0.814542, 0.341834], [-1.382646, -0.903395, 2.614356], [-2.130614, -1.184485, 3.735209], [-1.937656, -0.426320, 4.886505], [-0.992141, 0.580261, 4.878894], [-0.278458, 0.824705, 3.717103], [-0.461757, 0.102420, 2.607118], [-1.942518, -3.507628, 0.360001], [-3.121294, -2.953276, 1.569145], [-1.624502, -3.721175, 2.095778], [1.256820, -3.246753, -2.217899], [2.733829, -2.475002, -1.739503], [-2.850318, -1.990163, 3.716386], [-2.516937, -0.632315, 5.776403], [-0.799035, 1.181384, 5.755670], [0.461543, 1.611075, 3.670439], [-0.227068, 1.435672, -3.493926], [-0.538423, 1.522937, -2.213201], [0.280991, 0.991446, -1.357458], [-1.728705, 2.186437, -1.790988], [-1.831995, 2.101264, -0.424941], [-1.589248, 1.838395, 0.690438], [-2.638605, 2.780243, -2.698427], [-3.304902, 3.238610, -3.515386], [0.616091, 0.957591, -3.770079], [-0.829398, 1.828058, -4.203357], [5.388225, 3.487134, -1.755752], [3.587240, 2.771254, -1.631787], [2.303409, 3.987798, -2.453698], [3.495616, 1.000681, -2.446900], [3.352297, 2.601158, 0.359023], [1.663190, 2.662342, 1.332171], [0.749248, 4.195927, 0.564701], [5.692232, 3.547796, -2.800836], [6.101331, 2.848718, -1.234285], [5.440608, 4.488947, -1.329708], [2.611535, 4.138993, -3.489468], [2.301109, 4.964543, -1.971037], [1.286565, 3.595193, -2.468719], [3.686064, 1.095904, -3.517237], [2.525568, 0.529994, -2.292854], [4.268440, 0.354812, -2.028679], [3.927575, 3.396929, 0.835461], [3.799919, 1.658677, 0.681206], [0.486614, 4.014932, -0.471062], [1.429150, 5.039749, 0.650847], [-0.134056, 4.365230, 1.174490]], "atomic_forces_ev_per_a": [[0.097, -0.019, -0.090], [0.005, -0.006, -0.008], [-0.037, 0.002, 0.090], [0.042, -0.018, -0.103], [-0.007, 0.061, 0.090], [0.056, -0.063, -0.055], [-0.024, 0.006, -0.002], [-0.063, 0.023, 0.001], [0.011, 0.001, -0.020], [0.001, 0.004, 0.000], [-0.023, -0.022, 0.008], [0.021, 0.024, -0.002], [-0.026, -0.033, -0.009], [-0.016, 0.016, 0.030], [0.002, 0.003, 0.000], [0.000, -0.001, -0.003], [-0.002, -0.005, -0.005], [0.001, -0.003, 0.001], [0.001, 0.002, 0.001], [-0.001, 0.001, 0.001], [0.001, 0.002, 0.000], [0.001, -0.001, -0.001], [0.003, 0.005, 0.008], [0.005, -0.007, 0.015], [-0.009, -0.015, -0.064], [0.021, 0.004, 0.080], [0.025, 0.002, 0.049], [0.021, -0.045, 0.010], [-0.106, 0.083, 0.025], [-0.002, 0.011, -0.011], [-0.003, -0.005, 0.003], [-0.002, 0.002, -0.003], [0.000, 0.002, 0.000], [0.010, 0.006, 0.000], [0.002, 0.010, 0.005], [-0.016, 0.003, -0.006], [-0.011, -0.013, -0.008], [0.015, 0.013, -0.013], [-0.020, -0.055, -0.039], [0.013, 0.001, 0.010], [-0.009, -0.002, -0.002], [-0.001, 0.003, 0.005], [0.002, -0.004, 0.004], [-0.002, 0.001, -0.001], [0.000, -0.001, 0.004], [0.012, 0.008, 0.000], [0.004, 0.004, -0.004], [0.019, 0.001, -0.001], [-0.004, -0.003, 0.000], [0.001, -0.002, 0.004], [-0.002, 0.003, 0.011], [-0.001, 0.000, -0.001], [-0.007, 0.007, -0.004], [-0.001, 0.008, -0.002]]}